Molecular formula: C5H10O
Method: DFT, the ωB97M-V functional and the def2-TZVPD basis

The geometry in XYZ format:
```
16
Properties=species:S:1:pos:R:3:forces:R:3:mulliken_charge:R:1
C -2.419740 -0.270082 0.332528 -0.3420 0.0322 -0.0155 -1.34
C -1.087532 -0.124129 -0.355869 -1.0851 -1.0215 0.4481 0.42
O -0.749920 1.157241 -0.739702 1.8222 -0.8608 1.2124 -0.58
C 0.113421 0.020579 0.444403 -2.8287 0.1179 0.0521 -0.22
C 1.368290 -0.633474 0.117183 -0.4110 0.8366 -0.5571 -0.30
C 2.058703 0.623743 -0.305061 1.8128 1.7164 -2.5693 -1.11
H -2.503857 0.440413 1.159876 0.0503 -0.0432 -0.0929 0.34
H -2.563075 -1.283975 0.721553 0.0018 0.0855 -0.0813 0.33
H -3.216075 -0.048129 -0.384461 0.0019 -0.0630 0.0988 0.32
H -0.960156 -0.887583 -1.143120 -0.0830 0.1630 0.0305 0.27
H 1.404890 1.370725 -0.865862 0.7357 -1.3572 0.7478 0.31
H 0.059649 0.584735 1.372076 -0.1782 -0.0699 -0.1874 0.33
H 1.887500 -1.120573 0.937406 -0.2368 0.0914 0.2674 0.29
H 1.290552 -1.322053 -0.727548 -0.1708 0.0236 0.2016 0.30
H 2.789292 0.286423 -1.039099 0.6870 0.5532 0.0619 0.34
H 2.528063 1.206135 0.475695 0.2239 -0.2043 0.3829 0.31
```
Positions in Å, forces in eV/Å.

- ΔE to the lowest compared entry with this formula, charge and spin (eV) = 3.082
- F_max (eV/Å) = 3.58
- HOMO-LUMO gap (eV) = 10.078
- calculated total energy (eV) = -7391.684